(1)
C3H5NO3S as an isolated structure in a non-equilibrium geometry. Source: the Open Molecules 2025 dataset; level of theory: ωB97M-V with the def2-TZVPD basis set.

Cartesian coordinates (Å):
C -0.95 -1.62 0.63
C 1.21 0.28 -0.63
C 0.38 1.63 -0.69
H 0.42 -0.42 3.17
H -1.91 -2.13 0.34
H 2.32 0.12 0.22
H 1.67 0.37 -1.77
H -1.38 2.21 -0.32
N -0.90 -1.35 1.86
O 0.41 -0.76 2.14
O -0.64 1.68 0.11
O 0.52 2.11 -1.86
S -0.06 -1.05 -0.85

Properties
Relative energy (zero: lowest compared OMol25 entry of this formula, charge and spin) in kcal per mole: 116.5
Net charge: 0
2S+1: 1
Gap between HOMO and LUMO in eV: 9.38
DFT total energy in eV: -21655.124
Lowest unoccupied orbital energy in eV: 0.29



(2)
C34H30I2N5O6S3V as an isolated structure in a non-equilibrium geometry. Source: the Open Molecules 2025 dataset; level of theory: ωB97M-V with the def2-TZVPD basis set.

Cartesian coordinates (Å):
V -0.59 -0.79 -0.05
I -1.99 -4.82 -6.37
C -1.53 -3.43 -4.86
C -0.50 -2.52 -5.05
C -0.20 -1.66 -4.01
I 1.36 -0.26 -4.23
C -0.87 -1.65 -2.77
O -0.46 -0.86 -1.85
C -1.94 -2.56 -2.65
C -2.79 -2.55 -1.41
N -1.96 -2.54 -0.21
C -1.22 -3.78 0.00
C 0.27 -3.55 0.17
C 1.10 -4.55 0.69
C 2.46 -4.31 0.80
C 2.96 -3.10 0.35
C 2.08 -2.17 -0.16
N 0.77 -2.38 -0.22
C -2.24 -3.45 -3.67
H 0.05 -2.48 -5.97
H -3.38 -1.62 -1.41
H -3.48 -3.41 -1.42
H -2.56 -2.35 0.59
H -1.59 -4.32 0.88
H -1.35 -4.43 -0.87
H 0.68 -5.49 1.01
H 3.11 -5.06 1.23
H 4.01 -2.87 0.40
H 2.42 -1.22 -0.55
H -3.05 -4.15 -3.55
C -1.21 -2.26 3.77
C -1.36 -1.30 2.61
O -0.52 -1.42 1.66
C -2.40 -0.33 2.58
C -3.30 -0.12 3.65
C -4.25 0.85 3.59
C -4.39 1.66 2.45
C -3.56 1.48 1.37
C -2.55 0.48 1.40
O -1.79 0.26 0.42
H -0.41 -2.97 3.55
H -2.14 -2.81 3.95
H -0.96 -1.72 4.68
H -3.22 -0.74 4.53
H -4.92 1.00 4.43
H -5.15 2.42 2.42
H -3.64 2.07 0.47
C -3.16 1.94 -4.74
C -2.71 1.90 -3.30
S -3.35 0.66 -2.37
C -1.85 2.87 -2.78
C -1.39 4.03 -3.62
S -1.27 2.81 -1.21
H -3.67 1.01 -4.99
H -2.32 2.08 -5.42
H -3.86 2.77 -4.90
H -2.03 4.22 -4.47
H -0.38 3.85 -3.98
H -1.35 4.93 -2.99
O 4.51 2.64 5.73
S 5.55 3.54 5.25
O 5.32 4.95 5.56
O 6.90 3.06 5.46
C 5.37 3.53 3.42
N 6.24 4.25 2.73
C 6.08 4.28 1.42
C 5.04 3.63 0.77
C 4.16 2.92 1.58
N 4.36 2.87 2.90
C 2.98 2.19 1.09
C 2.74 1.87 -0.24
C 1.63 1.11 -0.57
N 0.76 0.65 0.33
C 0.94 1.05 1.60
C 2.02 1.79 2.02
H 6.81 4.87 0.87
H 4.92 3.70 -0.30
H 3.42 2.17 -1.03
H 1.42 0.87 -1.60
H 0.19 0.74 2.32
H 2.16 2.04 3.06

Properties
Relative energy (zero: lowest compared OMol25 entry of this formula, charge and spin) in kcal per mole: 86.8
Net charge: -1
2S+1: 2
Gap between HOMO and LUMO (spin up / spin down) in eV: 4.96 / 5.47
DFT total energy in eV: -129877.356
Lowest unoccupied orbital energy (spin up / spin down) in eV: 1.01 / 1.00
Expectation value of S²: 0.763



(3)
C2H7PS as an isolated structure in a non-equilibrium geometry. Source: the Open Molecules 2025 dataset; level of theory: ωB97M-V with the def2-TZVPD basis set.

Cartesian coordinates (Å):
C -1.08 -0.50 -0.31
C -0.37 0.77 -0.85
P 1.90 -0.06 1.05
S 0.73 1.58 0.38
H -1.64 -0.35 0.61
H -1.75 -0.92 -1.02
H -0.32 -1.19 -0.02
H -1.20 1.45 -1.02
H 0.15 0.63 -2.10
H 3.14 0.61 1.63
H 1.21 0.04 2.23

Properties
Relative energy (zero: lowest compared OMol25 entry of this formula, charge and spin) in kcal per mole: 35.9
Net charge: 0
2S+1: 1
Gap between HOMO and LUMO in eV: 9.73
DFT total energy in eV: -22310.097
Lowest unoccupied orbital energy in eV: 0.90



(4)
A 5-piece molecular cluster, C9H21N2O9P overall in a non-equilibrium geometry. Source: the Open Molecules 2025 dataset; level of theory: ωB97M-V with the def2-TZVPD basis set.

Cartesian coordinates (Å):
N 0.76 1.03 4.79
P 0.15 0.33 3.52
C 1.06 -1.12 2.91
C 2.12 -1.15 2.14
C 2.89 -0.02 1.56
O 2.01 0.87 0.84
N 1.27 0.12 -0.08
O 0.39 0.74 -0.54
C 2.46 -2.60 1.93
O 3.45 -3.04 1.45
O 1.42 -3.34 2.40
C 0.70 -2.52 3.26
O -0.01 -2.92 4.13
H 1.61 0.53 5.05
H -1.16 -0.16 3.72
H 0.02 1.17 2.40
H 3.34 0.56 2.34
H 3.64 -0.40 0.89
C -0.78 -3.00 -1.84
O -0.01 -1.93 -2.40
H -0.57 -3.89 -2.42
H -0.49 -3.17 -0.80
H -1.85 -2.78 -1.89
H -0.19 -1.14 -1.88
C -3.21 -0.38 -3.45
O -2.07 -0.79 -4.20
H -3.97 -0.03 -4.15
H -3.61 -1.21 -2.87
H -2.94 0.44 -2.78
H -1.40 -1.09 -3.56
C -3.72 0.87 -7.50
O -2.63 1.56 -6.89
H -4.05 1.43 -8.37
H -3.41 -0.13 -7.82
H -4.56 0.79 -6.80
H -2.37 1.04 -6.13
C 2.36 4.37 5.73
O 2.93 3.42 4.83
H 1.36 4.02 5.97
H 2.94 4.44 6.65
H 2.29 5.36 5.26
H 3.81 3.73 4.61

Properties
Net charge: 0
2S+1: 1
Gap between HOMO and LUMO in eV: 7.53
SMILES: N=[PH2]C1=C(CON=O)C(=O)OC1=O.CO.CO.CO.CO
DFT total energy in eV: -40363.740
Lowest unoccupied orbital energy in eV: -1.80



(5)
C8H24Ba2NO7 as an isolated structure in a non-equilibrium geometry. Source: the Open Molecules 2025 dataset; level of theory: ωB97M-V with the def2-TZVPD basis set.

Cartesian coordinates (Å):
Ba 2.12 2.26 -1.47
Ba 2.37 -2.19 -2.21
N 0.59 -0.15 -1.03
O 1.04 -1.26 -1.25
O 1.06 0.80 -1.61
O -0.29 0.05 -0.21
C 2.12 -1.14 1.70
C 0.88 -1.87 1.21
O -0.19 -1.01 1.44
H 2.09 -0.84 2.75
H 2.52 -0.40 1.01
H 2.92 -1.88 1.68
H 0.73 -2.82 1.74
H 1.00 -2.15 0.17
H -0.17 -0.41 0.69
C -2.67 2.43 -2.30
C -2.06 1.07 -1.87
O -0.99 1.35 -0.99
H -3.43 2.36 -3.08
H -1.87 3.03 -2.74
H -3.15 3.01 -1.52
H -1.65 0.51 -2.71
H -2.68 0.33 -1.36
H -0.47 0.55 -0.88
C 2.36 1.18 1.96
C 1.39 1.78 0.98
O 2.03 2.86 0.34
H 3.25 0.79 1.46
H 1.90 0.36 2.50
H 2.66 1.89 2.73
H 0.43 2.06 1.42
H 1.07 1.05 0.24
H 2.28 3.56 0.95
C -2.48 -1.27 0.62
C -1.43 -2.05 -0.16
O -2.06 -3.17 -0.74
H -1.95 -0.36 0.91
H -2.91 -1.82 1.46
H -3.26 -0.93 -0.06
H -0.59 -2.39 0.43
H -1.05 -1.44 -0.98
H -1.43 -3.73 -1.20

Properties
Relative energy (zero: lowest compared OMol25 entry of this formula, charge and spin) in kcal per mole: 752.3
Net charge: +3
2S+1: 1
Gap between HOMO and LUMO in eV: 4.94
DFT total energy in eV: -25835.435
Lowest unoccupied orbital energy in eV: -12.87



(6)
C33H32AsFMgNO7S2Si as an isolated structure in a non-equilibrium geometry. Source: the Open Molecules 2025 dataset; level of theory: ωB97M-V with the def2-TZVPD basis set.

Cartesian coordinates (Å):
Mg 1.03 -1.48 -0.28
C 0.29 -0.35 4.26
Si 1.63 -1.05 3.14
C 2.59 0.46 2.63
C 2.80 -2.08 4.18
N 1.00 -1.94 1.82
C 0.22 -3.04 2.05
C -0.26 -3.54 3.29
C -1.08 -4.66 3.39
C -1.47 -5.38 2.27
C -1.01 -4.95 1.03
C -0.21 -3.85 0.97
F 0.24 -3.47 -0.28
H 0.72 -0.03 5.22
H -0.53 -1.04 4.48
H -0.15 0.53 3.79
H 2.83 1.00 3.55
H 2.03 1.11 1.96
H 3.53 0.22 2.12
H 3.29 -1.47 4.95
H 3.58 -2.48 3.52
H 2.32 -2.93 4.66
H 0.02 -3.02 4.20
H -1.41 -4.97 4.38
H -2.12 -6.24 2.36
H -1.27 -5.46 0.11
O 0.56 -1.29 -4.62
S 0.84 -0.79 -3.31
O -0.10 0.25 -2.86
O 1.03 -1.83 -2.29
C 2.45 0.00 -3.47
C 2.65 0.62 -4.70
C 3.88 1.14 -5.05
C 4.94 1.04 -4.17
C 4.76 0.46 -2.92
C 3.52 -0.05 -2.55
S 3.35 -0.45 -0.80
O 2.07 0.24 -0.47
O 4.52 0.10 -0.17
O 3.13 -1.88 -0.59
H 1.82 0.64 -5.40
H 4.01 1.62 -6.01
H 5.92 1.43 -4.44
H 5.56 0.42 -2.20
O -0.79 -0.78 -0.23
As -1.38 0.71 -0.71
C -0.25 2.26 -0.79
C 0.27 2.66 0.43
C 1.16 3.72 0.48
C 1.51 4.39 -0.68
C 0.98 3.99 -1.90
C 0.11 2.91 -1.97
C -2.41 1.17 0.86
C -3.10 2.38 0.94
C -3.82 2.70 2.08
C -3.86 1.80 3.14
C -3.18 0.60 3.07
C -2.45 0.28 1.92
C -2.80 0.55 -1.98
C -3.66 -0.51 -1.75
C -4.72 -0.73 -2.62
C -4.91 0.11 -3.71
C -4.05 1.17 -3.93
C -2.98 1.39 -3.07
H 0.01 2.14 1.34
H 1.60 4.01 1.43
H 2.22 5.21 -0.64
H 1.27 4.50 -2.81
H -0.23 2.56 -2.92
H -3.06 3.08 0.12
H -4.35 3.64 2.14
H -4.42 2.05 4.04
H -3.20 -0.09 3.90
H -1.89 -0.65 1.86
H -3.50 -1.17 -0.91
H -5.39 -1.57 -2.45
H -5.74 -0.07 -4.39
H -4.19 1.82 -4.78
H -2.30 2.21 -3.26

Properties
Relative energy (zero: lowest compared OMol25 entry of this formula, charge and spin) in kcal per mole: 0.0
Net charge: -1
2S+1: 1
Gap between HOMO and LUMO in eV: 6.77
DFT total energy in eV: -149120.148
Lowest unoccupied orbital energy in eV: 2.48



(7)
One molecule with the formula C5H8N2O2 in a non-equilibrium geometry. Source: the Open Molecules 2025 dataset; level of theory: ωB97M-V with the def2-TZVPD basis set.

Cartesian coordinates (Å):
C 0.24 0.26 -0.44
C 0.54 -0.73 0.59
C 0.28 -1.24 -0.75
C 1.23 1.21 -1.07
C 0.14 -1.04 1.96
N -1.06 0.91 -0.25
N -2.11 0.23 -0.68
O -1.08 2.00 0.36
O -3.20 0.81 -0.70
H -0.62 -1.80 -0.95
H 1.12 -1.54 -1.35
H 0.86 1.52 -2.04
H 2.20 0.73 -1.19
H 1.34 2.09 -0.44
H -0.80 -1.61 1.97
H 0.02 -0.13 2.55
H 0.89 -1.68 2.43

Properties
Relative energy (zero: lowest compared OMol25 entry of this formula, charge and spin) in kcal per mole: 192.2
Net charge: 0
2S+1: 1
Gap between HOMO and LUMO (spin up / spin down) in eV: 9.34 / 6.76
DFT total energy in eV: -12382.602
Lowest unoccupied orbital energy (spin up / spin down) in eV: -0.29 / -1.64



(8)
A 4-piece molecular cluster, C26H26F24N2O4PS overall in a non-equilibrium geometry. Source: the Open Molecules 2025 dataset; level of theory: ωB97M-V with the def2-TZVPD basis set.

Cartesian coordinates (Å):
C -0.96 -1.43 -0.36
C -0.17 -0.40 -1.24
C -0.74 0.12 -2.51
C -0.04 1.11 -3.35
C 1.27 1.59 -2.89
C 1.86 1.08 -1.61
C 3.27 1.72 -1.22
C 2.94 3.23 -0.90
N 2.86 4.27 -1.82
C 2.51 5.44 -1.11
O 2.32 6.61 -1.82
C 2.38 5.15 0.30
N 2.67 3.75 0.34
P 2.59 2.87 1.87
S 4.21 1.93 2.35
C 1.17 0.08 -0.77
H -0.44 -2.43 -0.40
H -1.98 -1.55 -0.82
H -1.08 -1.07 0.70
H -1.74 -0.24 -2.87
H -0.44 1.55 -4.29
H 1.80 2.36 -3.50
H 3.76 1.20 -0.36
H 3.91 1.63 -2.14
H 3.00 4.15 -2.82
H 1.66 6.40 -2.51
H 2.10 5.86 1.10
H 2.26 3.86 2.86
H 1.44 2.02 1.78
H 1.61 -0.28 0.20
C -2.18 -7.35 2.02
C -3.24 -6.34 1.56
C -2.97 -5.64 0.23
F -1.84 -4.89 0.27
F -3.98 -4.78 -0.07
F -3.45 -5.44 2.55
F -4.41 -7.02 1.43
O -1.23 -6.90 2.98
C -0.09 -6.25 2.51
C 0.01 -4.80 3.01
F -1.04 -4.07 2.60
F 1.13 -4.20 2.53
F -0.03 -6.33 1.17
F 0.97 -6.95 2.98
H -2.73 -8.14 2.54
H -1.70 -7.86 1.18
H -2.89 -6.36 -0.59
H 0.04 -4.77 4.10
C -2.91 0.22 -7.58
C -1.63 0.05 -6.73
C -0.46 -0.64 -7.43
F -0.75 -1.90 -7.79
F 0.60 -0.72 -6.59
F -1.95 -0.59 -5.58
F -1.22 1.30 -6.37
O -3.95 -0.73 -7.38
C -3.89 -1.92 -8.12
C -3.77 -3.15 -7.23
F -2.64 -3.11 -6.48
F -3.71 -4.28 -7.97
F -2.90 -1.85 -9.04
F -5.04 -1.99 -8.82
H -3.35 1.17 -7.26
H -2.69 0.37 -8.64
H -0.14 -0.08 -8.32
H -4.62 -3.23 -6.55
C 1.71 5.16 7.72
C 0.29 4.59 7.50
C -0.03 3.29 8.23
F 0.76 2.27 7.84
F -1.31 2.92 7.97
F 0.06 4.47 6.17
F -0.58 5.54 7.95
O 2.67 4.88 6.70
C 3.38 3.68 6.78
C 3.12 2.78 5.57
F 1.81 2.45 5.47
F 3.81 1.62 5.67
F 3.12 3.06 7.95
F 4.68 4.01 6.81
H 1.60 6.24 7.70
H 2.10 4.94 8.72
H 0.06 3.41 9.32
H 3.41 3.28 4.64

Properties
Relative energy (zero: lowest compared OMol25 entry of this formula, charge and spin) in kcal per mole: 0.0
Net charge: +1
2S+1: 1
Gap between HOMO and LUMO in eV: 8.27
DFT total energy in eV: -123889.286
Lowest unoccupied orbital energy in eV: -3.29



(9)
C9H11N as an isolated structure in a non-equilibrium geometry. Source: the Open Molecules 2025 dataset; level of theory: ωB97M-V with the def2-TZVPD basis set.

Cartesian coordinates (Å):
C -2.86 0.42 -0.70
C -1.57 0.82 -0.92
C -2.89 -0.46 0.36
C -0.83 0.20 0.03
C 2.37 1.84 -0.76
C 1.72 -2.16 1.20
C 1.26 1.12 -0.79
C 1.32 -1.44 0.16
C 0.62 0.37 0.33
N -1.60 -0.50 0.94
H -3.78 0.63 -1.32
H -1.35 1.41 -1.85
H -3.76 -0.73 0.89
H 2.53 2.52 -1.68
H 2.98 1.93 0.07
H 2.39 -3.11 1.21
H 1.84 -1.75 2.19
H 0.62 1.14 -1.63
H 1.41 -1.60 -0.82
H 0.84 0.46 1.42
H -1.26 -1.10 1.65

Properties
Relative energy (zero: lowest compared OMol25 entry of this formula, charge and spin) in kcal per mole: 66.9
Net charge: 0
2S+1: 1
Gap between HOMO and LUMO in eV: 8.78
DFT total energy in eV: -10997.301
Lowest unoccupied orbital energy in eV: 1.00